Entry w
Entry from the OMol25 dataset: one molecule with the formula C2H3NOS (wB97M-V/def2-TZVPD).

The calculation puts the LUMO energy (spin up / spin down) at -1.010 / -1.010 eV. For the gap between HOMO and LUMO (spin up / spin down), the calculation gives 7.4 / 7.4 eV. The value obtained for the molecular weight is 89.119 Da. For the HOMO energy (spin up / spin down), the calculation gives -8.39 / -8.39 eV.

The geometry in ORCA input format:
```
! wB97M-V def2-TZVPD RIJCOSX def2/J DEFGRID3
* xyz 0 1
C -1.14 -0.20 -0.78
C 0.61 0.37 0.56
N 0.10 -0.40 -0.54
O 1.08 -1.00 -1.21
S -2.66 -0.37 -0.57
H -0.08 1.18 0.62
H 0.49 -0.27 1.57
H 1.62 0.69 0.36
*
```

In the Löwdin picture, each atom carries the following charge in e:
1. C -0.616
2. C -0.028
3. N -0.375
4. O -0.118
5. S 0.815
6. H 0.072
7. H 0.154
8. H 0.096

***

Entry x
Entry from the OMol25 dataset: a 2-piece molecular cluster, C2H3NOS overall (wB97M-V/def2-TZVPD).

The calculation puts the LUMO energy at -0.617 eV. For the gap between HOMO and LUMO, the calculation gives 9.0 eV. The value obtained for the molecular weight is 89.119 Da. For the HOMO energy, the calculation gives -9.60 eV.

The geometry in ORCA input format:
```
! wB97M-V def2-TZVPD RIJCOSX def2/J DEFGRID3
* xyz 0 1
C 2.05 -0.24 0.04
C 0.74 0.22 -0.08
N 3.13 -0.64 -0.01
O -0.02 -0.47 -1.01
S 0.46 1.96 -0.09
H 0.38 -0.26 1.60
H 0.15 -1.34 -1.31
H -0.84 1.91 0.40
*
```

In the Löwdin picture, each atom carries the following charge in e:
1. C -0.336
2. C -0.824
3. N 0.179
4. O -0.036
5. S 0.791
6. H 0.217
7. H 0.092
8. H -0.083

***

Entry y
Entry from the OMol25 dataset: a 2-piece molecular cluster, C2H3NOS overall (wB97M-V/def2-TZVPD).

The calculation puts the LUMO energy (spin up / spin down) at -1.419 / -1.382 eV. For the gap between HOMO and LUMO (spin up / spin down), the calculation gives 7.4 / 7.3 eV. The value obtained for the molecular weight is 89.119 Da. For the HOMO energy (spin up / spin down), the calculation gives -8.86 / -8.70 eV.

The geometry in ORCA input format:
```
! wB97M-V def2-TZVPD RIJCOSX def2/J DEFGRID3
* xyz 0 1
C 0.73 -0.73 -0.35
C 0.59 -0.45 1.18
N 0.19 0.35 0.10
O -1.58 0.80 -1.81
S -1.10 -0.41 -2.57
H -0.23 -0.81 1.95
H 1.47 -0.08 1.61
H -0.07 1.33 -0.12
*
```

In the Löwdin picture, each atom carries the following charge in e:
1. C -0.041
2. C -0.200
3. N -0.104
4. O -0.705
5. S 0.728
6. H 0.126
7. H 0.044
8. H 0.153

***

Relative stability in kJ/mol, measured from the most stable structure: entry w 57.8; entry x 0.0; entry y 193.4

***

Entry w
Entry from the OMol25 dataset: a 10-piece molecular cluster, BF4H18O9 overall (wB97M-V/def2-TZVPD).

The calculation puts the LUMO energy at 2.669 eV. For the gap between HOMO and LUMO, the calculation gives 10.5 eV. The value obtained for the molecular weight is 248.939 Da. For the HOMO energy, the calculation gives -7.86 eV.

The geometry in ORCA input format:
```
! wB97M-V def2-TZVPD RIJCOSX def2/J DEFGRID3
* xyz -1 1
B 0.57 0.14 0.10
F -0.30 -0.46 -0.80
F 0.14 1.47 0.31
F 0.69 -0.50 1.35
F 1.90 0.20 -0.42
O 0.86 -0.02 -3.47
H 1.70 0.10 -3.91
H 1.05 0.15 -2.53
O 3.60 0.37 2.19
H 3.59 1.32 2.30
H 2.93 0.20 1.52
O -2.11 -0.12 1.98
H -1.41 0.53 1.86
H -1.85 -0.63 2.74
O -0.76 2.35 2.95
H -0.97 3.24 3.26
H -0.05 2.47 2.31
O 3.59 -2.10 -0.54
H 3.56 -2.32 -1.48
H 2.84 -1.50 -0.42
O -1.58 -1.62 -3.78
H -0.90 -1.03 -3.43
H -2.34 -1.05 -3.93
O -3.11 -0.11 -0.75
H -2.26 -0.48 -1.04
H -3.03 -0.09 0.21
O -0.31 -2.96 2.32
H -0.72 -2.98 3.18
H -0.03 -2.04 2.18
O -1.60 2.71 -1.70
H -1.74 1.76 -1.66
H -1.97 3.02 -0.87
*
```

In the Löwdin picture, each atom carries the following charge in e:
1. B -1.220
2. F 0.145
3. F 0.108
4. F 0.109
5. F 0.077
6. O -0.040
7. H 0.044
8. H 0.019
9. O -0.057
10. H 0.026
11. H -0.001
12. O -0.045
13. H 0.005
14. H 0.039
15. O -0.048
16. H 0.036
17. H 0.031
18. O -0.060
19. H 0.024
20. H 0.003
21. O -0.070
22. H -0.014
23. H 0.028
24. O -0.071
25. H 0.006
26. H 0.000
27. O -0.058
28. H 0.020
29. H 0.001
30. O -0.066
31. H 0.004
32. H 0.027

***

Entry x
Entry from the OMol25 dataset: a 10-piece molecular cluster, BF4H18O9 overall (wB97M-V/def2-TZVPD).

The calculation puts the LUMO energy at 2.405 eV. For the gap between HOMO and LUMO, the calculation gives 11.1 eV. The value obtained for the molecular weight is 248.939 Da. For the HOMO energy, the calculation gives -8.65 eV.

The geometry in ORCA input format:
```
! wB97M-V def2-TZVPD RIJCOSX def2/J DEFGRID3
* xyz -1 1
B -13.46 20.81 23.42
F -13.58 20.04 22.36
F -14.75 20.84 23.96
F -12.67 20.30 24.35
F -13.09 22.12 23.18
O -14.50 24.41 26.11
H -14.63 23.85 26.88
H -13.90 23.92 25.55
O -18.79 21.47 24.25
H -18.01 21.00 23.98
H -19.10 21.01 25.03
O -14.91 18.07 28.40
H -14.62 18.47 27.58
H -15.77 17.70 28.19
O -16.74 17.92 23.92
H -16.16 17.45 24.52
H -16.23 18.66 23.62
O -13.12 16.58 18.97
H -13.97 16.37 19.35
H -13.11 17.53 18.89
O -9.99 24.19 21.86
H -10.49 23.57 22.38
H -9.08 23.92 21.97
O -11.38 16.58 24.84
H -12.33 16.46 24.90
H -11.27 17.43 24.41
O -14.78 25.26 21.17
H -14.59 25.58 20.29
H -14.11 24.61 21.34
O -13.38 20.33 18.48
H -12.55 20.74 18.24
H -13.41 20.38 19.43
*
```

In the Löwdin picture, each atom carries the following charge in e:
1. B -1.495
2. F 0.188
3. F 0.082
4. F 0.170
5. F 0.109
6. O -0.054
7. H 0.024
8. H 0.025
9. O -0.053
10. H 0.022
11. H 0.023
12. O -0.053
13. H 0.029
14. H 0.024
15. O -0.053
16. H 0.020
17. H 0.018
18. O -0.057
19. H 0.029
20. H 0.011
21. O -0.056
22. H 0.026
23. H 0.023
24. O -0.056
25. H 0.023
26. H 0.028
27. O -0.051
28. H 0.021
29. H 0.026
30. O -0.049
31. H 0.030
32. H 0.027

***

Relative stability in kJ/mol, measured from the most stable structure: entry w 0.0; entry x 125.6

***

Entry w
Entry from the OMol25 dataset: a 2-piece molecular cluster, C3H11N3 overall (wB97M-V/def2-TZVPD).

The calculation puts the LUMO energy (spin up / spin down) at 0.966 / 0.722 eV. For the gap between HOMO and LUMO (spin up / spin down), the calculation gives 8.9 / 8.3 eV. The value obtained for the molecular weight is 89.142 Da. For the HOMO energy (spin up / spin down), the calculation gives -7.91 / -7.62 eV.

The geometry in ORCA input format:
```
! wB97M-V def2-TZVPD RIJCOSX def2/J DEFGRID3
* xyz 0 1
C -1.76 0.81 0.27
C -0.67 -1.67 0.27
C -0.55 0.55 -0.71
N 2.28 0.89 -0.02
N 2.18 -0.43 0.20
N -0.17 -0.78 -0.66
H -2.68 0.23 0.04
H -1.43 0.49 1.23
H -2.03 1.89 0.24
H 0.00 -2.51 0.34
H -0.79 -1.34 1.33
H -1.63 -1.94 0.04
H -0.44 1.01 -1.65
H 0.42 1.16 -0.36
H 2.31 1.31 -0.97
H 2.25 1.39 0.90
H 2.71 -1.05 -0.49
*
```

In the Löwdin picture, each atom carries the following charge in e:
1. C -0.086
2. C -0.218
3. C -0.324
4. N -0.142
5. N -0.051
6. N -0.065
7. H 0.080
8. H 0.036
9. H 0.069
10. H 0.071
11. H 0.089
12. H 0.055
13. H 0.077
14. H 0.100
15. H 0.117
16. H 0.119
17. H 0.074

***

Entry x
Entry from the OMol25 dataset: one molecule with the formula C3H11N3 (wB97M-V/def2-TZVPD).

The calculation puts the LUMO energy at 1.111 eV. For the gap between HOMO and LUMO, the calculation gives 10.0 eV. The value obtained for the molecular weight is 89.142 Da. As for the structure (SMILES): NCCNCN. For the HOMO energy, the calculation gives -8.84 eV.

The geometry in ORCA input format:
```
! wB97M-V def2-TZVPD RIJCOSX def2/J DEFGRID3
* xyz 0 1
N -1.11 -1.85 -1.22
C -1.70 -1.03 -0.19
C -0.67 -0.29 0.65
N 0.09 0.61 -0.19
C 1.50 0.75 0.14
N 1.85 1.99 0.83
H -0.34 -2.43 -0.92
H -1.82 -2.39 -1.70
H -2.32 -0.21 -0.55
H -2.38 -1.62 0.45
H -0.07 -1.04 1.20
H -1.16 0.23 1.48
H 0.03 0.26 -1.14
H 1.91 -0.11 0.69
H 2.11 0.71 -0.77
H 1.99 2.73 0.17
H 1.11 2.21 1.49
*
```

In the Löwdin picture, each atom carries the following charge in e:
1. N -0.007
2. C -0.303
3. C -0.262
4. N -0.062
5. C -0.340
6. N -0.001
7. H 0.071
8. H 0.065
9. H 0.107
10. H 0.104
11. H 0.109
12. H 0.107
13. H 0.086
14. H 0.102
15. H 0.113
16. H 0.055
17. H 0.057

***

Entry y
Entry from the OMol25 dataset: a 2-piece molecular cluster, C3H11N3 overall (wB97M-V/def2-TZVPD).

The calculation puts the LUMO energy at 1.075 eV. For the gap between HOMO and LUMO, the calculation gives 9.9 eV. The value obtained for the molecular weight is 89.142 Da. As for the structure (SMILES): C=NC.NCN. For the HOMO energy, the calculation gives -8.82 eV.

The geometry in ORCA input format:
```
! wB97M-V def2-TZVPD RIJCOSX def2/J DEFGRID3
* xyz 0 1
C 0.26 2.64 1.33
N 0.20 1.78 0.40
C -0.94 1.87 -0.51
H 1.16 2.44 1.90
H -0.58 3.31 1.51
H -1.81 1.51 0.04
H -0.98 2.87 -0.94
H -0.87 1.20 -1.38
N 0.91 -1.03 -0.83
C -0.19 -1.71 -0.11
N -0.15 -3.14 -0.16
H 1.76 -1.54 -0.59
H 1.03 -0.08 -0.48
H -1.14 -1.37 -0.51
H -0.03 -1.45 0.95
H -0.09 -3.60 -1.05
H 0.43 -3.54 0.54
*
```

In the Löwdin picture, each atom carries the following charge in e:
1. C -0.055
2. N -0.111
3. C -0.147
4. H 0.068
5. H 0.078
6. H 0.081
7. H 0.078
8. H 0.060
9. N -0.023
10. C -0.390
11. N -0.002
12. H 0.052
13. H 0.006
14. H 0.092
15. H 0.106
16. H 0.057
17. H 0.051

***

Relative stability in kJ/mol, measured from the most stable structure: entry w 470.9; entry x 0.0; entry y 92.6

***

Entry w
Entry from the OMol25 dataset: one molecule with the formula C3H11N3 (wB97M-V/def2-TZVPD).

The calculation puts the LUMO energy at 1.084 eV. For the gap between HOMO and LUMO, the calculation gives 10.1 eV. The value obtained for the molecular weight is 89.142 Da. As for the structure (SMILES): NCCNCN. For the HOMO energy, the calculation gives -8.97 eV.

The geometry in ORCA input format:
```
! wB97M-V def2-TZVPD RIJCOSX def2/J DEFGRID3
* xyz 0 1
N -2.05 -1.19 0.14
C -0.72 -1.88 0.06
C 0.43 -0.99 0.46
N 0.56 0.21 -0.49
C 1.00 1.43 0.16
N 0.85 2.53 -0.77
H -2.43 -1.19 -0.76
H -1.92 -0.17 0.43
H -0.50 -2.19 -0.99
H -0.70 -2.74 0.75
H 0.11 -0.52 1.44
H 1.39 -1.34 0.71
H 1.07 -0.18 -1.29
H 1.95 1.24 0.66
H 0.27 1.53 1.04
H 0.13 2.14 -1.33
H 0.56 3.30 -0.22
*
```

In the Löwdin picture, each atom carries the following charge in e:
1. N -0.010
2. C -0.281
3. C -0.226
4. N -0.103
5. C -0.367
6. N 0.016
7. H 0.026
8. H 0.087
9. H 0.111
10. H 0.101
11. H 0.117
12. H 0.085
13. H 0.116
14. H 0.106
15. H 0.122
16. H 0.045
17. H 0.054

***

Entry x
Entry from the OMol25 dataset: a 2-piece molecular cluster, C3H11N3 overall (wB97M-V/def2-TZVPD).

The calculation puts the LUMO energy at 1.000 eV. For the gap between HOMO and LUMO, the calculation gives 9.7 eV. The value obtained for the molecular weight is 89.142 Da. As for the structure (SMILES): C=CN.NCN. For the HOMO energy, the calculation gives -8.65 eV.

The geometry in ORCA input format:
```
! wB97M-V def2-TZVPD RIJCOSX def2/J DEFGRID3
* xyz 0 1
C 0.52 -1.95 -1.15
C 0.74 -2.07 0.14
N -0.27 -2.08 1.11
H -0.45 -1.93 -1.61
H 1.40 -1.88 -1.79
H 1.75 -2.12 0.52
H -0.94 -1.34 1.19
H 0.03 -2.40 2.02
N -0.83 1.32 0.97
C -0.82 1.79 -0.39
N 0.47 2.09 -1.02
H -0.42 1.94 1.66
H -0.41 0.42 1.17
H -1.43 2.69 -0.43
H -1.30 1.03 -1.02
H 1.18 1.47 -0.64
H 0.77 3.02 -0.72
*
```

In the Löwdin picture, each atom carries the following charge in e:
1. C -0.023
2. C -0.311
3. N 0.022
4. H 0.053
5. H 0.045
6. H 0.097
7. H 0.053
8. H 0.075
9. N -0.005
10. C -0.375
11. N -0.013
12. H 0.066
13. H 0.018
14. H 0.102
15. H 0.097
16. H 0.050
17. H 0.050

***

Relative stability in kJ/mol, measured from the most stable structure: entry w 33.2; entry x 0.0